Record 1
ORCA calculation (ωB97M-V/def2-TZVPD) on a single C9H18N2O3 molecule in a non-equilibrium geometry.

Energy above the lowest of the compared OMol25 structures with the same formula, charge and spin ... 906.53 kJ/mol
SMILES ... CC(C)C[C@H](N)C(=O)N[C@@H](C)C(=O)O
Orbital gap ... 9.72 eV
E_HOMO ... -0.35300 hartree
Lowest unoccupied orbital energy ... 0.116 eV

Geometry as XYZ:
```
32
C9H18N2O3 (ωB97M-V/def2-TZVPD)
C 2.846 -0.752 2.676
C 2.555 -0.646 1.102
C 3.253 -1.742 0.258
C 0.908 -0.545 1.028
C 0.119 0.697 1.266
N -0.050 0.448 2.710
C -1.141 0.530 0.447
O -2.085 -0.428 0.844
N -1.278 1.192 -0.853
C -2.238 0.495 -1.989
C -3.524 1.386 -1.704
C -1.926 0.707 -3.504
O -0.656 0.471 -3.938
O -2.943 0.590 -4.287
H 3.930 -1.239 2.880
H 1.990 -1.584 3.133
H 2.773 0.344 3.429
H 3.047 0.364 0.712
H 4.220 -1.956 0.778
H 3.508 -1.226 -0.691
H 2.851 -2.767 0.280
H 0.842 -0.882 -0.032
H 0.316 -1.153 1.793
H 0.713 1.606 1.234
H -0.480 1.203 3.259
H -0.810 -0.408 2.819
H -0.294 1.003 -1.553
H -2.333 -0.751 -1.748
H -3.056 2.427 -1.539
H -4.122 0.769 -0.785
H -3.989 1.213 -2.726
H -2.946 0.638 -5.300
```

Charges per atom according to Mulliken partitioning, unit e: atom 1 (C): -0.9361, atom 2 (C): 0.4524, atom 3 (C): -1.3407, atom 4 (C): -0.6853, atom 5 (C): 0.0075, atom 6 (N): -0.6336, atom 7 (C): 0.2206, atom 8 (O): -0.6470, atom 9 (N): -0.4293, atom 10 (C): 0.3297, atom 11 (C): -1.0335, atom 12 (C): 0.3559, atom 13 (O): -0.6188, atom 14 (O): -0.4242, atom 15 (H): 0.3038, atom 16 (H): 0.2027, atom 17 (H): 0.2160, atom 18 (H): 0.2256, atom 19 (H): 0.3748, atom 20 (H): 0.3433, atom 21 (H): 0.3252, atom 22 (H): 0.2809, atom 23 (H): 0.1043, atom 24 (H): 0.4990, atom 25 (H): 0.2462, atom 26 (H): 0.2570, atom 27 (H): 0.3420, atom 28 (H): 0.3246, atom 29 (H): 0.3337, atom 30 (H): 0.2286, atom 31 (H): 0.3614, atom 32 (H): 0.4132



Record 2
ORCA calculation (ωB97M-V/def2-TZVPD) on a single C9H7NO4 molecule in a non-equilibrium geometry.

Energy above the lowest of the compared OMol25 structures with the same formula, charge and spin ... 522.44 kJ/mol
Orbital gap ... 8.36 eV
E_HOMO ... -0.33683 hartree
Lowest unoccupied orbital energy ... -0.803 eV

Geometry as XYZ:
```
21
C9H7NO4 (ωB97M-V/def2-TZVPD)
C -0.947 -0.558 2.822
C -1.650 0.545 2.505
C -0.115 -1.239 1.781
C -1.506 1.147 1.169
C -0.065 -0.776 0.503
C -0.752 0.462 0.219
C 0.323 -0.056 -3.042
C 0.759 -1.347 -0.605
C 0.536 0.418 -1.691
N 1.745 1.253 -1.455
O 2.799 0.812 -1.753
O 1.182 -0.596 -3.729
O 1.557 2.332 -0.986
O -0.553 0.887 -1.001
H -1.008 -0.963 3.879
H -2.307 0.948 3.307
H 0.527 -2.130 2.218
H -1.978 2.089 0.842
H -0.678 -0.028 -3.331
H 1.780 -1.200 -0.365
H 0.350 -1.999 -1.288
```

Charges per atom according to Mulliken partitioning, unit e: atom 1 (C): -0.5262, atom 2 (C): -0.3459, atom 3 (C): -0.3029, atom 4 (C): -0.7068, atom 5 (C): 0.7601, atom 6 (C): 0.5846, atom 7 (C): -0.3490, atom 8 (C): -0.9332, atom 9 (C): 0.4687, atom 10 (N): 0.9940, atom 11 (O): -0.5576, atom 12 (O): -0.4715, atom 13 (O): -0.5999, atom 14 (O): -0.4730, atom 15 (H): 0.2937, atom 16 (H): 0.3343, atom 17 (H): 0.2403, atom 18 (H): 0.3819, atom 19 (H): 0.4514, atom 20 (H): 0.3586, atom 21 (H): 0.3986



Record 3
ORCA calculation (ωB97M-V/def2-TZVPD) on C36H35N8SV as an isolated structure in a non-equilibrium geometry.

Energy above the lowest of the compared OMol25 structures with the same formula, charge and spin ... 208.33 kJ/mol
Orbital gap (spin up / spin down) ... 5.75 / 6.57 eV
E_HOMO (spin up / spin down) ... -0.36983 / -0.36986 hartree
Multiplicity ... 2
Lowest unoccupied orbital energy (spin up / spin down) ... -4.318 / -3.495 eV
Charge ... +1

Geometry as XYZ:
```
81
C36H35N8SV (ωB97M-V/def2-TZVPD)
V -0.025 -1.113 0.033
C -1.955 -2.274 -0.629
C -1.895 -1.189 -1.532
C -0.701 -1.291 -2.304
C 0.000 -2.424 -1.880
C -0.783 -3.025 -0.854
C -0.480 -4.368 -0.343
C 1.177 -3.068 -2.627
C -0.324 -0.368 -3.415
C -2.949 -0.148 -1.803
C -3.074 -2.648 0.225
H -0.995 -4.547 0.606
H 0.571 -4.548 -0.057
H -0.700 -5.207 -1.007
H 2.031 -3.072 -1.967
H 1.383 -2.482 -3.519
H 0.879 -4.087 -2.870
H -0.787 0.634 -3.421
H -0.645 -0.747 -4.383
H 0.728 -0.191 -3.466
H -3.434 0.352 -0.968
H -3.777 -0.607 -2.356
H -2.540 0.649 -2.468
H -3.657 -1.716 0.421
H -2.761 -3.070 1.165
H -3.689 -3.330 -0.254
C 4.657 -5.482 1.022
C 4.274 -4.486 0.029
N 3.260 -3.677 0.128
C 2.609 -3.705 1.350
C 2.869 -4.641 2.374
C 3.980 -5.557 2.210
C 2.090 -4.617 3.559
C 0.953 -3.896 3.654
C 0.823 -2.845 2.713
C 1.637 -2.737 1.642
N 1.600 -1.646 0.814
C 2.645 -0.780 0.681
C 3.876 -0.984 1.168
C 4.939 0.006 0.982
C 4.740 1.063 0.153
C 3.423 1.274 -0.473
C 3.111 2.383 -1.347
C 1.841 2.557 -1.817
C 0.883 1.566 -1.450
N 1.149 0.505 -0.665
C 2.444 0.315 -0.211
H 5.457 -6.086 0.627
H 4.765 -4.427 -0.952
H 4.281 -6.225 3.006
H 2.123 -5.450 4.272
H 0.385 -4.033 4.559
H 0.184 -2.017 2.920
H 4.027 -1.750 1.882
H 5.860 -0.124 1.539
H 5.576 1.721 -0.065
H 3.929 3.170 -1.428
H 1.464 3.421 -2.365
H -0.097 1.794 -1.728
N -1.004 -0.062 1.336
C -2.034 0.500 1.472
N -3.187 0.915 1.701
C -3.586 2.181 2.045
N -4.128 3.212 2.179
C -5.298 5.939 1.487
C -4.025 5.746 0.624
C -3.009 6.640 0.640
C -1.989 6.476 -0.291
N -1.829 5.377 -1.031
C -2.761 4.386 -0.902
S -2.482 2.811 -1.525
N -3.860 4.658 -0.152
C -1.078 7.557 -0.670
H -5.729 6.922 1.249
H -5.173 5.865 2.598
H -6.028 5.213 1.227
H -3.191 7.529 1.243
H -4.476 3.871 -0.001
H -1.473 7.942 -1.667
H -0.040 7.211 -0.691
H -0.976 8.387 0.021
```

Charges per atom according to Mulliken partitioning, unit e: atom 1 (V): -0.2408, atom 2 (C): 0.8150, atom 3 (C): 1.3336, atom 4 (C): 0.7874, atom 5 (C): 0.6006, atom 6 (C): 0.1083, atom 7 (C): -1.2461, atom 8 (C): -1.4642, atom 9 (C): -2.1007, atom 10 (C): -2.0600, atom 11 (C): -1.9264, atom 12 (H): 0.2869, atom 13 (H): 0.2286, atom 14 (H): 0.3319, atom 15 (H): 0.1779, atom 16 (H): 0.4796, atom 17 (H): 0.3180, atom 18 (H): 0.5195, atom 19 (H): 0.3335, atom 20 (H): 0.6114, atom 21 (H): 0.3772, atom 22 (H): 0.3181, atom 23 (H): 0.5506, atom 24 (H): 0.3875, atom 25 (H): 0.4083, atom 26 (H): 0.4323, atom 27 (C): -0.6495, atom 28 (C): -0.5309, atom 29 (N): -0.0170, atom 30 (C): -0.1457, atom 31 (C): 0.8368, atom 32 (C): -0.9943, atom 33 (C): -1.0135, atom 34 (C): -1.1685, atom 35 (C): -0.0101, atom 36 (C): 0.3441, atom 37 (N): 1.1650, atom 38 (C): 0.3587, atom 39 (C): -0.8005, atom 40 (C): -0.9960, atom 41 (C): -0.9101, atom 42 (C): 0.7987, atom 43 (C): -0.5871, atom 44 (C): -1.1900, atom 45 (C): -0.0201, atom 46 (N): 0.7654, atom 47 (C): -0.0796, atom 48 (H): 0.4479, atom 49 (H): 0.4534, atom 50 (H): 0.4584, atom 51 (H): 0.3404, atom 52 (H): 0.4361, atom 53 (H): 0.6060, atom 54 (H): 0.6350, atom 55 (H): 0.4453, atom 56 (H): 0.3766, atom 57 (H): 0.3281, atom 58 (H): 0.5102, atom 59 (H): 0.5747, atom 60 (N): -0.3979, atom 61 (C): 0.7228, atom 62 (N): -0.4677, atom 63 (C): 0.4253, atom 64 (N): -0.5112, atom 65 (C): -1.4871, atom 66 (C): 1.0357, atom 67 (C): -0.9240, atom 68 (C): 0.7977, atom 69 (N): -0.4935, atom 70 (C): -0.2090, atom 71 (S): -0.2479, atom 72 (N): -0.0433, atom 73 (C): -1.1679, atom 74 (H): 0.4549, atom 75 (H): 0.3022, atom 76 (H): 0.3847, atom 77 (H): 0.3750, atom 78 (H): 0.3644, atom 79 (H): 0.2533, atom 80 (H): 0.3091, atom 81 (H): 0.3882



Record 4
ORCA calculation (ωB97M-V/def2-TZVPD) on C21H24I2N5ORhS2 as an isolated structure.

Energy above the lowest of the compared OMol25 structures with the same formula, charge and spin ... 111.03 kJ/mol
Orbital gap ... 6.63 eV
E_HOMO ... -0.48995 hartree
Lowest unoccupied orbital energy ... -6.697 eV
Charge ... +2

Geometry as XYZ:
```
56
C21H24I2N5ORhS2 (ωB97M-V/def2-TZVPD)
Rh -1.477 0.582 -0.317
C 3.316 1.616 0.152
C 2.590 0.881 -0.963
N 2.710 -0.567 -0.837
C 3.980 -1.208 -1.251
C 4.837 -1.645 -0.072
C 1.764 -1.304 -0.340
S 0.228 -0.711 0.367
N 1.863 -2.640 -0.229
C 0.769 -3.165 0.269
O -0.228 -2.313 0.568
C 0.532 -4.558 0.488
C 1.500 -5.476 0.060
C 1.285 -6.823 0.251
C 0.116 -7.257 0.869
C -0.844 -6.345 1.302
C -0.644 -4.994 1.114
H 3.263 2.685 -0.033
H 4.368 1.339 0.188
H 2.868 1.411 1.124
H 2.993 1.149 -1.941
H 1.529 1.136 -0.988
H 4.495 -0.468 -1.859
H 3.726 -2.053 -1.891
H 5.188 -0.794 0.508
H 5.708 -2.178 -0.447
H 4.290 -2.320 0.584
H 2.402 -5.119 -0.418
H 2.023 -7.541 -0.077
H -0.049 -8.315 1.018
H -1.743 -6.695 1.789
H -1.380 -4.280 1.457
C 0.809 4.733 1.901
N -0.491 4.704 1.260
C -1.322 5.785 1.072
C -2.425 5.348 0.456
N -2.283 3.961 0.255
C -1.071 3.596 0.760
S -0.307 2.090 0.837
C -3.291 3.153 -0.323
C -4.489 3.796 -0.652
C -5.546 3.092 -1.173
C -5.395 1.728 -1.343
C -4.189 1.169 -1.008
N -3.117 1.836 -0.528
H 1.024 5.757 2.192
H 1.570 4.386 1.204
H 0.805 4.097 2.784
H -1.056 6.774 1.396
H -3.281 5.913 0.157
H -4.612 4.850 -0.490
H -6.468 3.598 -1.420
H -6.185 1.098 -1.725
H -4.062 0.113 -1.109
I -2.269 -1.812 -1.649
I -4.328 -1.795 -3.301
```

Charges per atom according to Mulliken partitioning, unit e: atom 1 (Rh): 0.1254, atom 2 (C): -0.8808, atom 3 (C): -0.7359, atom 4 (N): 0.1425, atom 5 (C): -0.6761, atom 6 (C): -0.9901, atom 7 (C): 0.9262, atom 8 (S): -0.0473, atom 9 (N): -0.4713, atom 10 (C): 0.4724, atom 11 (O): -0.3733, atom 12 (C): 0.4944, atom 13 (C): -0.3214, atom 14 (C): -0.7111, atom 15 (C): -0.3693, atom 16 (C): -0.7561, atom 17 (C): -0.3686, atom 18 (H): 0.3110, atom 19 (H): 0.3649, atom 20 (H): 0.2366, atom 21 (H): 0.3674, atom 22 (H): 0.3638, atom 23 (H): 0.3905, atom 24 (H): 0.4455, atom 25 (H): 0.3024, atom 26 (H): 0.3784, atom 27 (H): 0.3021, atom 28 (H): 0.4596, atom 29 (H): 0.4246, atom 30 (H): 0.4185, atom 31 (H): 0.4318, atom 32 (H): 0.4878, atom 33 (C): -0.7804, atom 34 (N): 0.1039, atom 35 (C): -0.6541, atom 36 (C): -0.2202, atom 37 (N): 0.4104, atom 38 (C): 0.1511, atom 39 (S): -0.3839, atom 40 (C): 1.1583, atom 41 (C): -0.5550, atom 42 (C): -0.7796, atom 43 (C): -0.7694, atom 44 (C): -0.1299, atom 45 (N): -0.1775, atom 46 (H): 0.3104, atom 47 (H): 0.2910, atom 48 (H): 0.3489, atom 49 (H): 0.4684, atom 50 (H): 0.4158, atom 51 (H): 0.2361, atom 52 (H): 0.4574, atom 53 (H): 0.4409, atom 54 (H): 0.0991, atom 55 (I): 0.4118, atom 56 (I): 0.0019



no.,energy (eV)
1,-18739.62070
2,-19120.26484
3,-86338.41280
4,-72531.60819